# 1
Below is 3 unconnected molecules or ions with the total composition C31H38O12S at a distorted geometry, with properties calculated with wB97M-V/def2-TZVPD.

The geometry in ORCA input format:
```
! wB97M-V def2-TZVPD RIJCOSX def2/J DEFGRID3
* xyz 0 1
C 5.29 2.63 1.32
O 4.27 1.60 1.25
C 4.84 0.44 0.58
C 3.75 -0.74 0.64
C 2.71 -0.47 -0.53
C 1.61 -1.57 -0.72
C 1.01 -2.18 0.61
C 0.38 -1.11 1.61
C 1.06 -1.30 3.03
O 0.27 -2.02 4.01
S 0.00 -3.59 3.56
O -0.50 -4.28 4.75
O -1.21 -3.48 2.42
C -1.91 -2.21 2.46
C -1.20 -1.07 1.63
C -1.85 -1.10 0.17
C -2.94 0.07 0.11
C -2.30 1.24 -0.75
C -2.54 2.67 -0.16
C -1.44 3.42 0.44
C -1.72 4.77 0.93
C -3.07 5.34 0.81
C -4.16 4.55 0.24
C -3.91 3.21 -0.26
H 5.53 2.90 2.38
H 5.00 3.54 0.74
H 6.22 2.23 0.84
H 5.08 0.71 -0.48
H 5.74 0.14 1.17
H 3.29 -0.63 1.65
H 4.24 -1.74 0.56
H 2.18 0.50 -0.30
H 3.29 -0.32 -1.51
H 0.85 -1.16 -1.44
H 2.10 -2.43 -1.27
H 0.19 -2.88 0.32
H 1.80 -2.82 1.09
H 0.72 -0.10 1.24
H 2.06 -1.81 2.98
H 1.24 -0.27 3.46
H -2.90 -2.40 1.96
H -2.19 -1.90 3.51
H -1.48 -0.09 2.12
H -2.33 -2.09 -0.06
H -1.05 -0.96 -0.61
H -3.30 0.38 1.12
H -3.83 -0.34 -0.46
H -2.83 1.22 -1.75
H -1.19 1.14 -0.88
H -0.41 2.99 0.51
H -0.92 5.39 1.40
H -3.30 6.36 1.17
H -5.21 4.93 0.15
H -4.69 2.56 -0.72
C -8.04 -3.39 1.09
C -7.13 -2.90 0.24
C -6.77 -1.45 0.24
O -5.92 -1.05 -0.54
C -7.46 -0.57 1.17
C -8.37 -1.06 2.02
C -8.71 -2.51 2.05
O -9.54 -2.92 2.84
O -9.02 -0.27 2.89
O -6.50 -3.69 -0.65
H -8.31 -4.44 1.11
H -7.20 0.48 1.15
H -9.62 -0.86 3.39
H -5.89 -3.10 -1.14
C 6.69 -0.70 -4.53
C 7.58 -0.22 -5.41
C 7.97 1.22 -5.41
O 8.80 1.62 -6.21
C 7.32 2.11 -4.45
C 6.43 1.63 -3.58
C 6.06 0.18 -3.55
O 5.26 -0.22 -2.73
O 5.82 2.44 -2.68
O 8.18 -1.01 -6.32
H 6.41 -1.74 -4.52
H 7.60 3.16 -4.48
H 5.22 1.85 -2.17
H 8.77 -0.43 -6.82
*
```

For the HOMO energy, the calculation gives -8.8146 eV. As for the total energy: -68163.59461 eV. The orbital gap comes out at 7.018 eV. The lowest unoccupied orbital energy is -1.80 eV.

# 2
Below is a molecular structure, C31H39BBr2N7S2Tl at a distorted geometry, with properties calculated with wB97M-V/def2-TZVPD.

The geometry in ORCA input format:
```
! wB97M-V def2-TZVPD RIJCOSX def2/J DEFGRID3
* xyz -2 1
Tl -0.20 -0.28 -0.60
C -0.02 4.54 0.28
C -0.56 4.76 1.54
C -1.05 3.68 2.26
C -1.02 2.41 1.69
N -0.49 2.21 0.48
C 0.01 3.24 -0.19
C -1.56 1.22 2.40
C -2.51 1.34 3.41
C -2.97 0.20 4.04
C -2.48 -1.03 3.63
C -1.55 -1.06 2.61
N -1.11 0.04 2.00
H 0.37 5.35 -0.32
H -0.58 5.75 1.97
H -1.43 3.82 3.26
H 0.47 3.00 -1.15
H -2.90 2.31 3.69
H -3.72 0.26 4.82
H -2.82 -1.96 4.08
H -1.12 -1.99 2.27
C 3.09 1.06 -2.85
N 3.82 0.23 -1.92
C 4.84 -0.64 -2.26
C 5.26 -1.19 -1.11
N 4.52 -0.68 -0.07
B 4.99 -1.05 1.41
N 4.04 -0.55 2.51
C 4.27 0.58 3.27
C 3.25 0.73 4.14
N 2.38 -0.32 3.90
C 1.15 -0.54 4.62
C 2.86 -1.11 2.88
S 2.14 -2.52 2.29
C 3.61 0.19 -0.58
S 2.42 1.16 0.19
H 3.25 0.69 -3.86
H 3.41 2.11 -2.76
H 2.03 1.01 -2.62
H 5.13 -0.80 -3.29
H 6.03 -1.93 -0.94
H 6.06 -0.49 1.57
H 5.08 -2.26 1.47
H 5.15 1.19 3.12
H 3.06 1.48 4.88
H 1.34 -0.62 5.69
H 0.72 -1.48 4.26
H 0.44 0.27 4.44
Br 1.22 -1.99 -2.58
C -0.81 0.77 -2.63
Br -1.70 2.51 -2.89
H -1.54 0.03 -2.95
H 0.02 0.76 -3.33
C -0.45 -4.52 1.44
C -1.03 -3.68 0.29
C -0.90 -4.44 -1.03
C -2.47 -3.27 0.49
C -3.35 -4.20 1.02
C -4.72 -3.99 1.12
C -5.21 -2.78 0.64
C -4.41 -1.78 0.11
C -5.10 -0.53 -0.42
C -4.68 0.74 0.33
C -4.88 -0.34 -1.93
C -2.96 -1.97 0.02
N -2.25 -0.96 -0.47
H 0.64 -4.46 1.43
H -0.74 -5.57 1.36
H -0.79 -4.15 2.42
H -0.41 -2.79 0.21
H -1.51 -5.35 -1.00
H 0.14 -4.72 -1.23
H -1.24 -3.82 -1.86
H -2.95 -5.16 1.35
H -5.38 -4.74 1.54
H -6.29 -2.60 0.67
H -6.17 -0.68 -0.25
H -3.61 0.90 0.18
H -4.87 0.63 1.41
H -5.23 1.61 -0.04
H -3.81 -0.25 -2.12
H -5.38 0.57 -2.28
H -5.27 -1.20 -2.49
*
```

For the HOMO energy (alpha / beta), the calculation gives -0.7572 / -0.7534 eV. As for the total energy: -210338.59803 eV. The orbital gap (alpha / beta) comes out at 4.883 / 4.879 eV. The lowest unoccupied orbital energy (alpha / beta) is 4.13 / 4.13 eV.

# 3
Below is a molecular structure, C31H39BF7GeN7O2S3Ti at a distorted geometry, with properties calculated with wB97M-V/def2-TZVPD.

The geometry in ORCA input format:
```
! wB97M-V def2-TZVPD RIJCOSX def2/J DEFGRID3
* xyz -1 2
Ti 0.12 -0.61 -0.59
O -0.42 0.60 -1.78
N -0.55 0.80 -3.09
C -0.74 2.06 -3.53
C -0.88 2.34 -4.85
C -0.88 1.27 -5.77
C -0.71 -0.01 -5.31
C -0.51 -0.28 -3.94
S -0.16 -1.79 -3.31
H -0.78 2.82 -2.76
H -1.01 3.36 -5.17
H -1.00 1.46 -6.83
H -0.72 -0.86 -5.98
F 0.03 0.19 2.09
C -0.83 0.39 1.01
F -2.05 0.02 1.53
F -0.97 1.78 0.96
F 1.31 -1.67 0.41
B 1.73 -2.67 1.49
F 0.63 -3.46 1.72
F 2.78 -3.37 0.93
F 2.13 -1.92 2.57
S -3.44 1.29 -1.82
C -5.03 1.03 -2.07
N -6.03 1.75 -1.49
C -7.31 1.67 -2.17
C -7.42 0.22 -2.61
S -5.72 -0.20 -3.12
H -5.75 2.61 -1.05
H -7.35 2.34 -3.04
H -8.12 1.94 -1.49
H -8.09 0.08 -3.45
H -7.69 -0.43 -1.79
C -1.69 1.99 6.20
C -0.25 2.13 5.78
C 0.53 3.18 6.23
C 1.87 3.28 5.88
C 2.46 2.32 5.06
N 3.85 2.46 4.80
C 4.70 1.72 4.01
O 5.87 1.57 4.33
N 4.20 1.17 2.85
C 3.22 1.66 1.97
C 2.78 2.98 1.98
C 1.87 3.36 1.00
C 1.44 2.44 0.08
N 1.83 1.16 0.08
C 2.71 0.80 1.01
C 1.68 1.26 4.60
C 0.34 1.18 4.95
H -1.99 2.81 6.85
H -1.84 1.05 6.73
H -2.35 1.98 5.32
H 0.10 3.93 6.88
H 2.46 4.11 6.25
H 4.35 2.96 5.51
H 4.74 0.39 2.52
H 3.15 3.70 2.70
H 1.50 4.38 0.96
H 0.73 2.72 -0.69
H 3.04 -0.23 0.99
H 2.09 0.48 3.98
H -0.24 0.35 4.56
N 2.66 1.37 -2.81
C 3.21 0.13 -2.59
C 4.52 -0.16 -3.00
C 4.98 -1.45 -2.90
C 4.13 -2.43 -2.41
C 2.86 -2.05 -2.00
N 2.40 -0.80 -2.06
H 3.29 2.15 -2.82
H 1.80 1.51 -2.30
H 5.14 0.63 -3.40
H 5.99 -1.69 -3.22
H 4.43 -3.47 -2.33
H 2.18 -2.79 -1.61
C -2.70 -4.17 -2.48
Ge -1.45 -3.86 -0.96
C 0.24 -4.76 -1.49
C -2.11 -5.08 0.48
C -1.46 -2.00 -0.34
H -2.95 -5.24 -2.55
H -2.24 -3.87 -3.42
H -3.62 -3.61 -2.37
H 0.07 -5.84 -1.49
H 1.04 -4.55 -0.77
H 0.55 -4.46 -2.49
H -2.13 -6.11 0.12
H -3.12 -4.82 0.82
H -1.44 -5.02 1.34
H -1.62 -2.09 0.74
H -2.36 -1.53 -0.75
*
```

For the HOMO energy (alpha / beta), the calculation gives -3.4520 / -4.7751 eV. Its expectation value of S² is 0.753. As for the total energy: -179151.38734 eV. The orbital gap (alpha / beta) comes out at 5.429 / 6.752 eV. The lowest unoccupied orbital energy (alpha / beta) is 1.98 / 1.98 eV.